Record 1
Density functional theory data (wB97M-V/def2-TZVPD) for a structure of composition C39H111N13O19 in a non-equilibrium geometry.

Output
molar mass	1066.389	g/mol
electronic energy	-100461.41556	eV

Structure (XYZ):
```
182
Properties=species:S:1:pos:R:3:forces:R:3
C 16.938 1.098 3.547 -0.6 -1.2 1.5
O 15.923 0.261 2.963 2.7 1.2 -2.8
C 15.002 -0.296 3.789 -0.6 0.8 1.4
C 14.204 -1.360 3.082 -0.3 -1.5 -0.1
N 13.021 -1.758 3.823 0.3 0.2 0.3
C 12.305 -2.813 3.083 -0.6 1.1 1.9
C 11.407 -2.327 1.929 3.7 0.2 0.6
O 11.171 -3.465 1.187 -2.7 -1.1 -0.4
C 9.781 -3.827 1.051 0.7 0.7 0.7
H 17.376 0.447 4.304 0.3 0.3 0.5
H 16.541 1.986 4.039 -0.5 0.0 0.1
H 17.786 1.459 2.966 -0.6 -0.6 -1.1
H 14.483 0.562 4.216 -1.4 0.0 0.0
H 15.419 -0.710 4.707 0.5 -0.6 0.1
H 14.777 -2.287 3.059 0.7 0.1 -0.1
H 13.904 -1.246 2.040 0.6 1.1 -0.3
H 12.526 -0.897 4.007 -0.9 -0.3 0.0
H 11.661 -3.316 3.804 -0.2 -0.2 0.1
H 13.072 -3.554 2.854 -0.2 0.1 -0.8
H 12.080 -1.762 1.284 -0.2 0.8 0.0
H 10.654 -1.661 2.350 -0.8 -0.6 -0.4
H 9.849 -4.833 0.636 -0.6 3.4 -0.4
H 9.236 -3.171 0.372 2.6 -0.2 4.1
H 9.163 -3.928 1.943 0.9 0.5 0.4
C 9.568 -6.357 1.160 1.0 -3.4 -1.5
O 8.262 -6.359 0.438 3.0 1.5 0.8
C 7.271 -7.020 1.212 -0.4 0.2 -4.7
C 5.798 -7.147 0.613 1.6 1.8 -0.3
N 5.937 -7.138 -0.842 -0.2 0.5 4.3
C 4.751 -6.594 -1.437 1.2 2.9 2.2
C 4.608 -5.018 -1.371 -0.6 -3.1 -1.3
O 5.778 -4.389 -1.842 -3.4 -2.5 -2.9
C 5.967 -4.430 -3.209 -1.5 -4.1 -0.2
H 10.351 -5.941 0.526 -0.2 -1.0 -0.6
H 10.027 -7.345 1.191 -1.0 -1.0 0.5
H 9.831 -5.881 2.104 -1.4 -0.3 -0.1
H 7.206 -6.682 2.246 0.9 0.8 -3.4
H 7.542 -8.050 0.978 1.5 2.1 -0.1
H 5.180 -6.346 1.019 -0.3 0.2 -0.1
H 5.248 -8.069 0.801 0.2 -0.1 0.9
H 6.808 -6.649 -0.994 -0.4 0.1 -0.7
H 3.827 -6.889 -0.941 0.3 0.6 0.4
H 4.498 -7.087 -2.376 1.9 1.1 0.7
H 4.534 -4.760 -0.315 -2.1 -0.3 -1.2
H 3.687 -4.791 -1.908 0.2 0.4 0.0
H 6.893 -4.052 -3.643 -0.7 -2.2 2.1
H 5.121 -4.106 -3.816 1.1 0.5 2.8
H 6.036 -5.461 -3.555 0.0 -0.4 0.3
C 1.592 -6.120 -4.916 0.3 -1.9 -1.4
O 3.020 -5.925 -5.058 -2.4 2.7 -3.3
C 3.358 -4.577 -4.756 0.7 0.4 -0.5
C 4.678 -4.240 -5.401 -0.5 -0.2 -2.6
N 4.584 -4.221 -6.865 -1.4 -0.6 0.8
C 5.890 -4.342 -7.402 0.6 -0.5 -1.5
C 6.090 -5.744 -7.834 1.4 -1.2 -0.3
O 5.070 -6.062 -8.798 -0.2 -0.3 1.9
C 5.463 -6.320 -10.098 0.7 -0.4 0.3
H 1.113 -5.964 -3.950 0.8 0.1 0.3
H 1.578 -7.170 -5.210 -0.8 -0.1 0.5
H 0.964 -5.660 -5.680 0.6 0.8 -0.2
H 3.504 -4.532 -3.676 -0.8 0.3 0.0
H 2.549 -3.954 -5.138 0.2 0.3 0.2
H 5.495 -4.830 -4.987 -0.5 -1.4 -1.8
H 5.137 -3.269 -5.212 -1.9 -0.9 -0.2
H 4.223 -5.115 -7.166 -1.4 0.2 0.2
H 6.660 -3.874 -6.789 -1.1 -2.2 -0.9
H 6.007 -3.841 -8.363 -0.3 0.8 0.0
H 6.173 -6.472 -7.027 -1.3 -0.3 0.5
H 7.103 -5.934 -8.188 0.2 0.5 -1.1
H 5.786 -5.390 -10.568 -0.2 0.0 -0.6
H 4.625 -6.849 -10.551 0.1 0.4 -0.5
H 6.314 -7.000 -10.075 0.2 -0.2 -0.3
C 11.406 0.897 -8.992 -0.6 -1.8 0.5
O 10.763 0.722 -7.728 0.0 0.5 0.0
C 10.139 -0.526 -7.434 1.6 -0.2 0.0
C 9.923 -0.638 -5.934 -1.2 0.3 -0.1
N 9.933 -2.035 -5.616 0.3 -1.1 1.1
C 9.809 -2.332 -4.198 3.1 0.2 0.9
C 10.091 -3.841 -3.870 -1.7 0.6 -2.0
O 8.832 -4.533 -4.318 7.0 -3.5 3.3
C 8.840 -5.852 -4.087 0.3 -2.8 -1.5
H 10.634 0.933 -9.761 0.2 0.8 -0.3
H 11.957 -0.010 -9.240 0.3 -0.3 0.1
H 12.168 1.675 -8.952 -0.7 0.4 0.0
H 10.769 -1.372 -7.708 0.6 0.1 -0.1
H 9.206 -0.788 -7.932 -0.3 0.8 -0.3
H 8.901 -0.276 -5.822 -0.4 0.6 0.6
H 10.539 -0.063 -5.242 0.5 0.1 -0.6
H 9.066 -2.371 -6.011 0.7 -0.6 -0.9
H 8.890 -1.949 -3.754 0.7 0.1 0.1
H 10.665 -1.862 -3.714 0.3 0.4 0.3
H 10.281 -4.095 -2.827 0.4 0.0 -1.1
H 10.819 -4.227 -4.583 0.4 0.2 0.3
H 8.426 -6.198 -3.140 0.4 1.3 -0.3
H 9.828 -6.305 -4.174 0.5 0.1 0.1
H 8.342 -6.212 -4.987 -0.7 -1.0 0.4
C 8.107 0.374 6.794 0.7 0.6 1.3
O 8.202 0.585 5.413 -1.3 -1.0 -0.4
C 7.047 0.395 4.596 0.7 0.0 -1.4
C 6.350 -0.979 4.570 0.9 0.4 -1.0
N 6.967 -1.910 3.609 0.7 -1.6 0.7
C 6.277 -3.191 3.466 -0.4 0.1 -1.1
C 6.793 -4.148 2.363 1.3 0.1 1.1
O 7.019 -3.438 1.146 -0.7 -0.1 0.6
C 6.556 -4.135 -0.009 2.1 -1.6 3.5
H 9.026 -0.127 7.101 0.3 0.4 0.1
H 7.369 -0.206 7.348 -0.9 -0.6 -1.3
H 7.988 1.342 7.281 0.5 0.3 0.2
H 7.461 0.567 3.602 0.2 -0.4 -0.3
H 6.342 1.227 4.580 -0.4 0.1 1.2
H 5.308 -0.807 4.300 -0.4 0.0 0.2
H 6.405 -1.404 5.572 -0.2 -0.3 -0.1
H 7.246 -1.670 2.668 -0.2 1.2 0.3
H 5.313 -3.019 2.988 -1.0 0.4 0.6
H 6.140 -3.705 4.418 0.2 0.0 -0.2
H 6.112 -4.998 2.320 -0.9 0.5 -0.6
H 7.688 -4.714 2.621 0.1 0.8 -0.1
H 5.510 -4.430 0.066 2.3 1.7 1.7
H 7.073 -5.083 -0.159 -0.4 0.6 0.7
H 6.761 -3.549 -0.906 -2.3 -4.9 10.9
C 7.446 -8.359 3.263 -1.0 -1.8 -0.4
O 6.937 -7.275 3.366 -2.9 -2.1 4.9
N 7.136 -9.070 2.248 -2.9 -5.0 -1.9
N 8.369 -9.009 3.884 3.5 -0.2 4.8
H 6.535 -8.616 1.576 -1.1 -2.1 0.7
H 7.315 -10.061 2.318 -0.6 0.2 -0.8
H 8.608 -8.668 4.805 0.2 -0.4 0.1
H 8.415 -10.001 3.697 0.5 0.4 0.5
C 5.930 -1.788 -2.495 1.3 -0.7 2.8
O 5.787 -2.163 -3.625 -3.8 0.5 11.0
N 5.424 -0.702 -2.047 -2.8 4.7 0.5
N 6.612 -2.387 -1.533 0.9 6.0 -3.0
H 5.619 -0.374 -1.112 -0.3 0.3 -0.5
H 4.940 -0.125 -2.719 0.0 0.2 0.5
H 6.538 -1.882 -0.662 0.8 -0.8 0.2
H 7.039 -3.301 -1.565 2.6 3.5 -6.4
C 6.257 -8.708 -2.783 3.3 -2.4 -2.1
O 5.120 -8.999 -2.621 0.5 0.2 -0.2
N 6.803 -7.557 -2.987 -0.6 4.6 -1.1
N 7.199 -9.583 -2.989 -3.5 -4.7 -3.1
H 7.788 -7.372 -3.111 -1.2 -0.9 0.1
H 6.141 -6.840 -2.729 1.0 0.4 -0.7
H 6.943 -10.555 -3.084 -0.2 0.1 0.2
H 8.156 -9.358 -2.758 -3.3 0.1 -2.3
C 7.166 -2.525 -5.737 -1.6 1.1 1.4
O 7.683 -2.843 -6.815 2.5 2.5 -0.7
N 6.035 -1.913 -5.512 -0.9 5.2 -11.5
N 7.512 -2.952 -4.571 2.9 1.1 -2.1
H 5.648 -1.549 -6.372 -0.5 -0.1 -0.2
H 5.547 -2.085 -4.645 -1.6 1.9 -3.8
H 8.262 -3.623 -4.660 -2.2 1.6 -0.7
H 6.823 -2.985 -3.833 1.7 1.8 -1.6
C 8.974 -5.193 4.370 0.1 -1.3 0.0
O 7.638 -5.591 4.575 1.7 3.8 2.8
H 9.303 -5.114 3.334 -0.7 1.0 0.1
H 9.234 -4.287 4.917 -0.1 -0.1 0.0
H 9.655 -6.013 4.594 0.4 -0.2 1.1
H 7.326 -6.321 4.035 0.6 0.1 0.4
C 3.067 -8.175 -3.498 -1.6 -1.6 1.2
O 3.517 -6.889 -3.186 -3.5 -1.4 -1.7
H 3.171 -8.492 -4.536 0.5 0.3 -0.2
H 3.717 -8.742 -2.831 -2.3 -0.2 -1.5
H 2.027 -8.365 -3.233 -0.4 0.4 0.0
H 3.601 -6.507 -4.063 0.2 0.5 -0.5
C 9.418 -9.535 -0.703 -1.3 -0.4 0.6
O 8.983 -9.389 -2.044 9.7 0.9 4.4
H 8.582 -9.154 -0.117 0.2 0.0 0.2
H 9.446 -10.616 -0.564 0.7 0.1 0.6
H 10.321 -8.973 -0.465 0.0 -0.3 -0.1
H 9.767 -9.546 -2.575 0.4 0.0 -0.4
C 9.135 -3.370 -1.346 -0.1 1.4 -3.7
O 8.956 -4.725 -1.572 -0.3 -1.2 0.6
H 8.638 -3.133 -0.405 -1.3 1.1 -3.5
H 10.192 -3.127 -1.457 0.2 0.4 1.4
H 8.764 -2.894 -2.253 -0.4 0.5 0.6
H 8.496 -4.981 -0.770 0.0 -1.2 0.0
C 3.866 -10.029 -0.871 -0.6 -1.2 -0.7
O 3.603 -8.734 -0.441 -1.3 -0.3 1.1
H 4.171 -9.977 -1.917 -0.1 -1.3 1.4
H 4.663 -10.443 -0.253 0.0 -0.7 0.0
H 2.984 -10.663 -0.959 -0.4 0.1 1.2
H 4.313 -8.156 -0.730 -0.1 -1.3 -0.3
```
Positions in Å, forces in eV/Å.


Record 2
Density functional theory data (wB97M-V/def2-TZVPD) for a cluster of 19 separate species, C39H119BF4N19O18 in total in a non-equilibrium geometry.

Output
charge	-1
molar mass	1229.300	g/mol
electronic energy	-119094.81390	eV

Structure (XYZ):
```
200
Properties=species:S:1:pos:R:3:forces:R:3
B 0.462 0.664 -0.390 -0.2 0.3 -0.7
F -0.188 1.786 0.098 -0.7 0.5 0.1
F -0.387 -0.457 -0.370 -0.7 0.0 -0.5
F 0.905 0.894 -1.688 -0.3 -0.2 0.1
F 1.492 0.369 0.457 0.9 -0.4 0.8
C -4.006 -2.614 -3.921 -1.3 0.5 0.2
C -3.256 -1.624 -4.812 -1.7 -1.7 0.1
C -4.113 -0.657 -5.636 0.6 -0.4 0.4
O -4.925 -1.454 -6.466 -0.1 0.1 1.0
C -5.752 -0.732 -7.297 -0.8 0.0 -1.9
N -2.299 -1.005 -3.940 0.7 0.4 -1.0
H -4.474 -2.122 -3.068 0.0 0.5 0.1
H -3.331 -3.319 -3.437 0.1 -0.4 -0.5
H -4.861 -3.080 -4.412 0.4 -0.4 -0.2
H -2.804 -2.242 -5.587 0.5 -0.1 -0.1
H -3.433 -0.104 -6.283 0.1 0.5 0.1
H -4.687 0.026 -5.010 -0.2 0.1 0.1
H -6.523 -0.054 -6.931 -0.1 -0.3 1.2
H -6.253 -1.489 -7.900 -0.2 0.1 -0.1
H -5.247 -0.067 -7.999 0.8 -0.1 -0.2
H -1.516 -0.916 -4.572 0.9 0.5 0.5
H -2.033 -1.702 -3.259 0.3 0.0 0.2
C -2.368 -5.833 4.378 -0.2 -0.4 -0.4
C -1.984 -5.373 2.956 0.1 -1.1 1.0
C -3.165 -4.724 2.291 0.0 0.8 -1.5
O -2.729 -4.241 0.974 0.5 0.0 0.9
C -3.567 -4.462 -0.130 -0.6 0.9 -0.2
N -0.836 -4.472 3.169 -1.1 -0.5 -0.6
H -3.195 -6.542 4.334 -0.2 0.2 0.2
H -2.603 -4.959 4.985 -0.5 0.1 0.0
H -1.575 -6.328 4.940 0.3 0.0 -0.5
H -1.756 -6.231 2.323 0.6 -0.2 0.1
H -3.441 -3.877 2.919 -0.4 0.3 -0.2
H -4.036 -5.344 2.078 0.1 -0.4 0.6
H -4.598 -4.181 0.084 -0.3 -0.4 0.3
H -3.518 -5.447 -0.593 0.1 -0.3 0.4
H -3.316 -3.739 -0.906 0.5 0.0 0.0
H -1.168 -3.980 3.985 0.7 0.8 0.2
H -0.825 -3.822 2.396 0.4 0.3 0.0
C 3.779 4.765 4.711 -0.7 0.3 -1.3
C 2.535 5.501 4.139 1.5 0.4 0.5
C 1.790 4.754 3.040 0.7 0.6 1.1
O 0.777 5.594 2.509 -0.1 -0.2 0.8
C -0.076 4.918 1.628 0.4 0.0 -0.7
N 1.740 5.860 5.317 -0.1 0.3 -0.8
H 4.554 4.692 3.948 -0.1 -0.5 -0.2
H 3.440 3.777 5.024 0.6 -0.1 0.5
H 4.241 5.420 5.450 -0.4 -0.4 0.5
H 2.996 6.379 3.686 -0.6 0.6 0.0
H 1.430 3.858 3.546 -0.5 -0.1 -0.5
H 2.513 4.494 2.267 -0.1 -0.3 -0.3
H -0.514 5.675 0.977 0.0 -0.1 -0.1
H -0.890 4.335 2.060 -0.1 0.0 0.7
H 0.526 4.211 1.058 -0.1 0.0 -0.5
H 1.661 5.043 5.905 -0.2 -0.1 0.1
H 0.820 6.136 5.006 -0.3 0.0 0.2
C 2.853 -7.350 3.923 -0.8 0.9 0.6
C 2.116 -6.117 3.395 0.7 1.5 0.5
C 3.011 -4.924 3.071 -0.2 0.5 1.0
O 3.339 -4.241 4.323 0.4 -2.1 -1.0
C 3.856 -2.949 4.211 -0.7 0.1 0.2
N 1.329 -6.505 2.260 0.4 -1.2 -1.1
H 3.203 -7.133 4.933 0.5 -0.1 -0.1
H 3.643 -7.649 3.234 0.0 0.0 0.2
H 2.118 -8.145 4.042 0.1 -0.3 -0.1
H 1.340 -5.686 4.028 0.6 -0.2 1.4
H 2.405 -4.273 2.441 0.0 0.4 -0.1
H 3.895 -5.210 2.502 0.3 0.0 0.1
H 4.315 -2.700 5.167 -0.3 0.2 0.1
H 2.957 -2.366 4.008 0.5 1.1 -0.2
H 4.626 -2.767 3.461 -0.1 -0.3 -0.5
H 0.926 -7.299 2.738 -1.1 -0.5 -1.1
H 0.605 -5.817 2.111 -0.2 0.0 0.1
C -8.404 -0.682 -2.414 1.2 -0.4 0.5
C -7.948 0.530 -1.539 -0.5 -1.4 -2.1
C -6.404 0.695 -1.358 -1.5 1.0 0.0
O -5.838 -0.352 -0.636 1.1 -0.2 -0.5
C -4.388 -0.343 -0.680 -0.8 -1.3 0.7
N -8.506 1.733 -2.176 0.2 1.3 0.6
H -8.084 -1.627 -1.976 0.1 -0.1 0.2
H -7.930 -0.659 -3.395 -0.1 0.2 -0.2
H -9.487 -0.754 -2.522 0.0 0.4 0.0
H -8.383 0.287 -0.569 0.0 0.9 0.3
H -6.328 1.637 -0.815 0.2 0.3 0.3
H -5.880 0.878 -2.296 -0.1 -0.3 -0.5
H -3.915 -0.255 -1.658 -0.5 0.4 -0.3
H -4.154 -1.349 -0.333 0.3 0.0 0.1
H -3.930 0.345 0.031 -0.2 0.4 0.0
H -8.097 2.038 -3.048 0.9 -0.4 0.1
H -9.484 1.758 -2.425 -0.2 -0.7 0.7
C 0.540 -4.458 -1.646 -0.5 -0.1 0.5
C 0.246 -3.542 -0.440 0.3 -0.4 -1.6
O 1.299 -2.587 -0.321 -0.1 -0.3 0.3
H -0.262 -5.186 -1.763 -0.2 -0.1 0.1
H 1.452 -5.050 -1.581 0.2 0.4 0.1
H 0.499 -3.818 -2.527 0.4 -0.2 -0.2
H 0.062 -4.094 0.481 0.2 0.2 0.0
H -0.655 -3.022 -0.768 -0.3 0.1 0.6
H 0.930 -1.741 -0.584 0.1 0.0 0.2
C 6.113 -2.790 0.701 -1.0 -0.9 -1.7
C 4.791 -2.336 0.005 0.1 0.7 0.3
O 3.977 -3.330 -0.629 1.7 -0.3 0.5
H 6.771 -1.922 0.749 -0.2 -0.1 0.7
H 6.614 -3.487 0.028 0.1 -0.1 -0.2
H 5.961 -3.377 1.607 0.0 0.6 0.3
H 5.074 -1.561 -0.708 0.2 -0.1 -0.6
H 4.231 -1.737 0.723 -0.5 -0.3 0.4
H 3.060 -3.056 -0.706 -0.3 0.5 0.4
C 0.538 6.799 -2.957 -0.2 -0.8 -1.2
C 0.787 5.655 -1.990 -1.1 1.4 0.1
O 2.096 5.780 -1.510 0.6 -0.7 0.6
H -0.502 6.824 -3.282 -0.1 -0.2 -0.2
H 1.173 6.568 -3.811 -0.1 0.7 -0.3
H 0.737 7.803 -2.581 0.4 -0.2 0.4
H 0.665 4.656 -2.409 0.1 0.2 -0.3
H -0.024 5.779 -1.271 0.3 -0.4 0.9
H 2.156 6.416 -0.794 -0.1 0.1 0.0
C 6.512 1.492 1.745 -0.7 -0.6 0.7
C 6.860 0.590 2.946 1.0 -0.9 -0.9
O 6.005 -0.574 3.113 -0.7 0.7 -0.4
H 7.128 2.387 1.657 0.1 -0.1 0.5
H 5.484 1.805 1.928 -0.1 0.2 -0.5
H 6.630 1.004 0.777 -0.2 -0.3 0.1
H 6.904 1.184 3.859 0.0 -0.1 0.0
H 7.782 0.063 2.700 0.8 0.8 0.4
H 6.394 -1.165 3.763 0.1 0.2 0.0
C 2.808 -1.143 -3.384 0.2 2.1 1.7
C 3.745 -1.565 -4.436 0.2 0.9 -1.0
O 3.127 -2.550 -5.184 0.1 -2.1 -1.1
H 3.417 -0.625 -2.643 -0.1 -0.2 0.6
H 2.128 -1.843 -2.899 0.4 -0.4 -0.3
H 2.253 -0.283 -3.758 0.0 -0.4 0.0
H 4.756 -1.870 -4.165 -0.1 0.0 0.6
H 3.860 -0.722 -5.116 0.3 0.3 0.1
H 3.638 -3.326 -4.944 -0.5 -0.5 -0.4
C -4.406 4.214 1.853 0.6 1.3 0.8
C -4.470 5.315 2.993 1.1 -1.6 -0.6
O -5.485 5.002 3.915 -0.8 0.8 0.0
H -3.996 3.260 2.184 -0.2 0.0 0.3
H -3.707 4.569 1.096 -0.1 0.1 -0.3
H -5.394 4.065 1.417 0.1 0.1 0.0
H -4.502 6.317 2.563 -1.3 0.0 -0.1
H -3.537 5.437 3.542 0.5 -0.7 0.0
H -5.199 4.307 4.512 0.2 0.0 -0.2
C 2.952 1.039 3.571 2.3 0.0 2.2
O 3.558 1.297 4.598 0.3 0.3 1.2
N 1.797 1.480 3.247 -5.4 2.4 -0.8
N 3.403 0.259 2.642 2.4 -2.9 -2.6
H 1.212 1.986 3.895 0.4 -0.2 -0.2
H 1.406 1.122 2.387 -0.4 0.3 0.5
H 4.215 -0.288 2.892 0.3 0.2 -0.4
H 3.008 0.224 1.713 0.1 -0.3 0.5
C 4.277 1.734 -1.676 4.2 0.9 0.6
O 5.457 2.008 -1.910 0.4 -0.4 -0.4
N 3.304 2.010 -2.444 -4.0 1.4 -3.6
N 3.917 1.194 -0.544 -0.1 -1.9 3.7
H 3.475 2.281 -3.402 0.1 -0.1 0.5
H 2.370 1.829 -2.106 0.2 0.0 -0.7
H 2.972 0.989 -0.253 0.5 0.0 -0.4
H 4.679 0.845 0.020 -0.3 0.2 0.1
C 2.832 5.023 -5.604 0.1 -4.3 -2.8
O 3.060 6.148 -5.744 0.7 6.9 -0.6
N 2.765 4.149 -6.643 -0.3 -0.6 -2.1
N 2.739 4.401 -4.476 -0.6 -1.4 4.1
H 2.685 4.479 -7.594 0.3 0.2 0.4
H 2.626 3.160 -6.492 -0.2 0.1 0.0
H 2.590 3.403 -4.468 -0.2 0.5 0.2
H 2.754 4.983 -3.650 0.2 -0.5 0.2
C -1.648 -0.553 2.931 -2.1 0.8 3.3
O -2.233 -0.758 3.994 0.0 -0.8 1.3
N -1.571 -1.420 1.969 0.8 -1.0 -2.9
N -1.158 0.672 2.717 0.9 0.9 -1.2
H -1.272 -0.981 1.110 0.1 -1.0 -0.3
H -2.018 -2.325 1.937 -0.2 0.4 0.2
H -0.795 0.866 1.795 0.1 0.7 0.4
H -1.159 1.341 3.474 -0.1 -0.3 -0.4
C 0.720 1.699 -5.423 3.3 -1.2 0.2
O 1.905 1.763 -5.692 2.0 -0.4 -0.5
N 0.204 0.804 -4.661 -0.3 -4.7 3.8
N -0.201 2.426 -5.832 -4.8 5.9 -3.7
H -0.638 1.028 -4.151 0.3 -0.3 0.2
H 0.915 0.247 -4.209 -0.7 -0.1 0.4
H -1.096 2.346 -5.370 -0.3 0.5 -0.6
H -0.061 3.062 -6.604 -0.1 0.2 0.5
C -2.576 2.559 -2.865 2.3 0.5 2.7
O -2.961 2.754 -3.948 -2.9 0.7 -6.2
N -2.061 1.405 -2.503 0.8 -1.7 1.5
N -2.406 3.570 -2.020 0.1 1.6 2.3
H -2.260 0.621 -3.107 -0.1 -0.6 0.1
H -1.620 1.288 -1.602 -0.2 -0.2 -0.3
H -2.056 3.384 -1.091 -0.1 0.4 -0.1
H -2.799 4.470 -2.255 0.2 -0.3 0.1
C 0.142 -2.218 6.720 1.2 -0.8 1.7
O 0.797 -2.953 7.456 0.3 -0.3 -0.5
N 0.594 -1.636 5.615 2.1 -0.4 -1.4
N -1.083 -1.879 6.994 -4.1 1.2 0.7
H 1.474 -2.080 5.392 0.2 0.9 -0.6
H 0.199 -0.846 5.125 0.1 -0.4 0.1
H -1.623 -2.315 7.728 0.5 0.1 -0.2
H -1.566 -1.331 6.297 -0.4 -0.2 0.1
```
Positions in Å, forces in eV/Å.


We obtain Kohn-Sham gap values of 0.258, 0.330 hartree for the records listed above, in that order.
We obtain HOMO energy values of -7.28, -7.26 eV for the records listed above, in that order.